The following is a DFT calculation (ωB97M-V/def2-TZVPD) of C8H14N2O as an isolated structure at a distorted geometry.

XYZ file:
```
25
Properties=species:S:1:pos:R:3:forces:R:3
O -3.8237 0.8583 0.9663 0.07 0.22 -0.35
N -0.3547 1.1666 -0.0589 0.16 1.52 0.88
N -0.5092 1.6203 -1.4000 -0.73 -1.86 0.09
C 2.7879 -0.9240 0.9511 -3.02 -1.85 -2.53
C 1.0143 0.9082 0.3031 -0.04 0.38 -0.76
C -1.4597 0.6734 0.5542 -1.31 -2.17 0.63
C 1.3888 -0.5500 0.2004 2.60 0.11 -1.85
C -1.3137 -0.7449 1.1348 -1.72 0.17 -0.24
C -2.0415 -1.1282 0.1559 0.48 1.29 -1.64
C -2.7786 1.3972 0.6688 1.31 -0.13 0.85
C -2.7963 -1.4456 -1.1144 0.80 0.25 -0.81
H -0.7993 -1.1575 1.9827 -0.08 0.10 0.38
H 1.2308 1.1853 1.3117 -0.07 0.72 0.85
H -3.7208 -0.8002 -1.0964 0.95 -0.67 -0.42
H -3.0734 -2.4960 -1.2262 -0.33 -0.04 0.69
H -0.6947 0.6651 -1.8125 -0.29 1.75 -0.76
H 1.4836 -0.8188 -0.9052 -0.04 0.24 1.25
H 0.5233 -1.0647 0.5293 0.23 -1.00 0.46
H 2.4985 -1.3593 1.8955 0.36 -0.16 0.39
H -2.7299 2.5286 0.5638 0.09 -0.82 -0.21
H 3.1866 -1.7256 0.2458 0.18 1.09 1.40
H 1.5101 1.5934 -0.4059 0.57 -0.53 0.60
H -1.4027 2.1012 -1.2690 0.17 -0.03 -1.25
H -2.1626 -1.3706 -2.1256 -1.11 0.65 2.38
H 3.4122 -0.0816 1.0787 0.77 0.77 -0.05
```
Positions in Å, forces in eV/Å.

## Properties
HOMO: -7.55 eV
largest force on an atom: 0.08462 Eh/bohr
molecular weight: 154.21 u
2S+1: 1
lowest unoccupied orbital energy: 0.667 eV
Kohn-Sham gap: 8.22 eV



The following is a DFT calculation (ωB97M-V/def2-TZVPD) of a 2-piece molecular cluster, C8H14N2O3 overall at a distorted geometry.

XYZ file:
```
27
Properties=species:S:1:pos:R:3:forces:R:3
O 0.5798 1.9455 0.4278 -0.39 0.91 0.61
O 0.3618 1.3426 3.2166 0.91 -0.25 -0.11
O 1.0564 -1.6009 -0.2636 -0.32 1.29 -0.42
N -0.1293 0.1277 -2.4644 -0.04 1.22 -0.54
N -0.5443 -2.7747 1.6101 1.42 -1.12 -2.41
C 1.0355 0.6889 0.8902 0.59 -0.52 2.25
C -0.2563 2.9295 -1.7036 -2.07 2.04 -0.43
C 0.2091 0.4088 2.1675 -2.63 0.22 -0.44
C -1.0490 -3.8164 1.1071 -1.16 0.91 1.84
C -0.7100 -0.9581 -2.7802 1.57 1.07 2.25
C 0.4932 0.5401 -1.2983 -0.73 -3.16 0.11
C 0.6362 2.0002 -0.9910 4.04 -1.65 -0.44
C 0.7747 -0.2743 -0.2334 0.87 2.02 -1.46
H -0.6398 -1.8532 -2.1748 -0.15 -0.46 -0.14
H 2.1205 0.7516 1.2255 -0.75 -0.08 -0.67
H -1.2463 2.9941 -1.1677 0.87 -0.13 -0.45
H -1.4369 -0.7129 -3.4696 -1.46 -0.93 -2.12
H 1.7957 2.2054 -1.2067 -2.14 0.17 -0.06
H -0.5095 2.6946 -2.7684 0.53 -0.59 1.04
H 0.6909 2.1181 2.7690 0.05 0.82 0.11
H 0.1137 3.9754 -1.7947 0.04 -0.68 0.55
H -0.8794 0.5730 1.8381 1.19 -0.75 0.03
H 0.2790 -0.5883 2.6227 0.49 0.23 -0.45
H -0.5209 -4.2067 0.3213 1.48 -1.44 -1.82
H 0.7508 -1.9714 0.5754 -0.34 -0.70 0.65
H -1.0143 -2.1610 2.1802 -1.85 0.82 2.31
H -1.9616 -4.3778 1.3648 -0.02 0.72 0.22
```
Positions in Å, forces in eV/Å.

## Properties
structure (SMILES): C=NC1=C(O)[C@H](CO)O[C@@H]1C.C=N
HOMO: -8.14 eV
largest force on an atom: 0.08532 Eh/bohr
molecular weight: 186.21 u
2S+1: 1
lowest unoccupied orbital energy: 0.509 eV
Kohn-Sham gap: 8.65 eV



The following is a DFT calculation (ωB97M-V/def2-TZVPD) of one molecule with the formula C8H14N2O6 at a distorted geometry.

XYZ file:
```
30
Properties=species:S:1:pos:R:3:forces:R:3
O 0.6772 5.0080 0.2934 0.27 -0.30 -2.22
O -0.3475 1.4859 -1.6996 0.28 -0.09 1.82
O 0.9263 -0.2764 2.6008 -0.46 -0.47 0.15
O -0.2738 -3.8638 -0.3401 -0.13 -0.18 0.35
O -0.6873 -4.1671 -2.5417 0.21 1.34 1.29
O 0.8904 -2.4194 1.8128 -0.88 0.57 0.18
N -0.6866 0.5747 0.4776 -0.25 7.55 -0.22
N -0.7624 2.7902 1.6112 -0.02 2.91 -0.72
C -0.6693 3.0021 0.1129 0.80 -1.22 -0.04
C -0.4546 1.5810 -0.4593 -2.93 -0.54 -1.66
C 0.0162 -1.9084 -1.8347 -1.25 1.85 0.68
C 0.6924 3.6323 -0.1659 -0.39 0.47 2.11
C -0.3072 -3.4129 -1.4513 0.54 1.89 -1.68
C 0.6821 -0.9589 -0.7360 1.21 -0.01 -2.17
C -0.3133 -0.6895 0.3944 2.97 -5.09 2.59
C 0.5001 -1.0977 1.8500 -0.13 -1.31 -3.54
H 1.7584 -1.2155 -0.7162 -0.54 -0.87 1.80
H 0.7262 5.0699 1.2385 0.15 -0.25 0.57
H -1.4924 3.5739 -0.4369 0.92 -0.99 1.11
H -1.1907 -1.3220 0.2803 0.05 -0.63 0.17
H 0.4510 -2.9921 1.0962 0.41 1.39 0.91
H -0.9799 -1.3197 -1.8919 1.06 -1.57 -0.68
H 1.0660 3.3754 -1.1480 -0.26 1.25 -0.57
H -0.7380 1.1541 1.3845 0.05 -1.42 -0.61
H -1.5854 3.3242 1.9333 0.75 -0.39 0.21
H 1.3683 3.0782 0.4814 0.44 -0.20 0.20
H 0.1106 3.2797 1.9362 -1.57 -0.83 0.41
H 0.5286 -1.7804 -2.8029 -0.36 -0.50 0.37
H -1.1735 -4.8968 -2.1460 0.02 -0.64 -0.08
H 0.9331 0.0897 -1.0941 -0.99 -1.71 -0.71
```
Positions in Å, forces in eV/Å.

## Properties
structure (SMILES): N[C@@H](CO)C(=O)N[C@@H](CCC(=O)O)C(=O)O
HOMO: -9.19 eV
largest force on an atom: 0.14688 Eh/bohr
molecular weight: 234.21 u
2S+1: 1
lowest unoccupied orbital energy: 0.506 eV
Kohn-Sham gap: 9.70 eV



The following is a DFT calculation (ωB97M-V/def2-TZVPD) of an isolated ion of composition C8H14N2P and charge +1 at a distorted geometry.

XYZ file:
```
25
Properties=species:S:1:pos:R:3:forces:R:3
P 0.9215 0.9416 2.0656 -1.98 -2.22 0.00
N -0.6157 -0.4558 0.1960 1.85 2.18 1.02
N -0.5108 -1.7705 -1.7682 1.54 0.35 -0.88
C 0.7673 1.6457 -0.7399 1.65 -1.11 0.53
C -1.1005 -1.2677 -0.6829 -1.71 -0.47 0.71
C 0.7081 0.3911 0.2165 -0.74 0.20 0.68
C 1.8518 -1.5801 -0.8934 -1.14 0.63 0.63
C -0.4572 2.1127 2.0955 -1.21 0.61 1.56
C 1.8119 -0.5369 -0.0035 2.09 -1.32 -0.84
C 0.7847 -1.8948 -1.9021 -0.33 1.07 0.31
C -2.5539 -1.6360 -0.4809 -0.53 1.13 -0.10
H 2.7689 -0.2450 0.5655 -1.38 -0.90 -0.88
H -1.1845 -0.3048 1.0392 0.09 -0.09 -0.77
H 1.6568 1.4199 -1.4794 -1.92 1.10 1.34
H 0.8391 2.5822 -0.1148 0.38 -0.99 -1.06
H -3.2186 -0.9909 -1.1502 1.04 -0.69 0.85
H -0.1774 1.6731 -1.2159 -0.78 0.25 -1.07
H -0.8484 1.9802 3.1739 0.47 0.95 -1.60
H -2.6826 -2.6307 -0.8040 -0.26 -1.22 -0.45
H -2.9171 -1.5678 0.5632 0.39 0.21 -0.55
H -1.1976 1.5170 1.5217 -0.12 1.23 0.07
H 1.0828 -2.1411 -2.9496 0.09 -0.27 1.09
H 1.9079 1.7682 1.8422 2.35 1.65 -0.73
H 2.6970 -2.2394 -0.8715 0.51 0.02 -0.39
H -0.3336 3.2299 1.7770 -0.35 -2.32 0.54
```
Positions in Å, forces in eV/Å.

## Properties
structure (SMILES): CP[C@@]1(C)C=CC=NC(C)=[NH+]1
HOMO: -13.07 eV
largest force on an atom: 0.05909 Eh/bohr
molecular weight: 169.19 u
net charge: +1
2S+1: 1
lowest unoccupied orbital energy: -5.039 eV
Kohn-Sham gap: 8.03 eV



The following is a DFT calculation (ωB97M-V/def2-TZVPD) of C8H14N2PPdS as an isolated structure at a distorted geometry.

XYZ file:
```
27
Properties=species:S:1:pos:R:3:forces:R:3
Pd 0.3280 0.2272 -0.0684 -0.30 -0.09 0.38
S -0.2403 -1.5058 1.4732 0.33 -0.49 0.45
P -0.5298 2.1880 0.5593 0.40 -1.17 -0.35
N 0.6729 -0.2605 3.7680 2.10 0.64 1.44
N -1.4903 -0.2821 3.4957 -2.61 0.64 0.91
C -0.4906 -2.1734 -1.8891 -0.11 0.35 -0.46
C -0.3222 -0.6623 2.9419 0.16 -1.25 -1.99
C 0.8866 -2.2203 -1.5204 -0.18 0.84 -0.72
C -1.3293 0.4595 4.7322 -0.86 -0.39 -0.64
C 0.3803 -0.0357 -2.2127 0.93 -1.23 0.13
C 0.1840 0.4835 4.9244 0.91 -0.27 -0.54
C 1.4651 -0.9241 -1.7197 -1.33 0.48 -0.85
C -0.8199 -0.8505 -2.2700 0.88 -0.35 -0.32
H -1.0481 2.9914 -0.4912 -0.07 0.28 0.54
H 2.5234 -0.6632 -1.7072 -0.35 -0.16 0.11
H 0.5716 1.5101 4.9429 -0.08 0.01 0.09
H -1.5614 2.2435 1.5453 0.41 0.54 -0.21
H -1.7535 1.4662 4.6458 0.07 0.11 0.21
H 1.6492 -0.4269 3.5447 -0.66 0.25 0.19
H 0.4806 -0.0079 5.8561 -0.05 0.07 0.19
H 0.5459 2.9699 1.0501 -0.60 0.45 0.21
H 0.5123 0.9844 -2.5661 -0.05 -0.34 -0.26
H -1.1804 -3.0314 -1.9587 0.47 0.59 0.38
H -1.8356 -0.0664 5.5468 0.01 0.17 0.30
H -1.7836 -0.4962 -2.6375 0.24 -0.17 0.23
H -2.3624 -0.4785 3.0111 0.54 0.32 0.48
H 1.4418 -3.1008 -1.2130 -0.20 0.16 0.11
```
Positions in Å, forces in eV/Å.

## Properties
HOMO (alpha / beta): 0.50 / -3.11 eV
largest force on an atom: 0.05524 Eh/bohr
molecular weight: 307.67 u
net charge: -1
2S+1: 3
lowest unoccupied orbital energy (alpha / beta): 3.486 / 3.289 eV
Kohn-Sham gap (alpha / beta): 2.98 / 6.40 eV
<S²>: 2.021



The following is a DFT calculation (ωB97M-V/def2-TZVPD) of C8H14N2PTi as an isolated structure at a distorted geometry.

XYZ file:
```
26
Properties=species:S:1:pos:R:3:forces:R:3
Ti -0.6237 1.2070 -0.6637 3.66 -2.84 3.86
P -1.9522 0.4302 1.4418 -0.16 -0.03 0.84
N 1.1722 0.2616 -0.2968 1.03 1.48 -0.64
N 1.8983 -1.5150 1.2081 1.43 -1.33 1.26
C -1.0207 0.5669 -2.5505 -1.22 -0.44 -0.96
C -0.1865 1.7572 -2.5248 -0.58 0.80 -1.16
C -2.2921 2.2600 -1.5726 0.35 0.97 -1.49
C -2.3151 0.9128 -1.9574 -0.33 0.10 -1.68
C -0.9701 2.8154 -1.8985 -1.70 0.92 -0.70
C 1.1737 -2.6013 1.9277 0.17 0.59 -0.56
C 3.3727 -1.5224 1.2358 0.12 -0.06 -0.02
C 1.2872 -0.6245 0.5031 -3.07 -0.40 0.04
H -0.6895 3.8681 -1.8882 -0.25 -0.37 0.25
H 0.4064 -2.1694 2.5819 0.20 -0.12 -0.15
H 0.7558 1.9024 -3.0385 -0.13 -0.13 0.26
H 3.6876 -2.3527 1.8686 0.17 0.16 -0.12
H -3.1069 2.8008 -1.0904 0.37 -0.18 -0.03
H 3.7826 -1.6566 0.2267 -0.10 0.00 0.20
H 0.6952 -3.2815 1.2075 0.13 0.18 0.24
H -2.2930 -0.9338 1.6885 0.12 0.53 -0.05
H 3.7628 -0.5834 1.6476 -0.12 -0.18 -0.07
H 1.9067 -3.1561 2.5232 -0.26 0.13 -0.09
H -3.2074 1.0026 1.7941 0.15 -0.13 0.00
H -3.1630 0.2296 -1.8849 0.35 0.26 0.17
H -0.8221 -0.3391 -3.1373 -0.05 0.41 0.67
H -1.2589 0.7214 2.6488 -0.30 -0.30 -0.08
```
Positions in Å, forces in eV/Å.

## Properties
HOMO (alpha / beta): -4.47 / -5.85 eV
largest force on an atom: 0.11730 Eh/bohr
molecular weight: 217.06 u
2S+1: 2
lowest unoccupied orbital energy (alpha / beta): 0.471 / 0.441 eV
Kohn-Sham gap (alpha / beta): 4.94 / 6.29 eV
<S²>: 0.813



Copy entry 1 word for word.
The following is a DFT calculation (ωB97M-V/def2-TZVPD) of C8H14N2O as an isolated structure at a distorted geometry.

XYZ file:
```
25
Properties=species:S:1:pos:R:3:forces:R:3
O -3.8237 0.8583 0.9663 0.07 0.22 -0.35
N -0.3547 1.1666 -0.0589 0.16 1.52 0.88
N -0.5092 1.6203 -1.4000 -0.73 -1.86 0.09
C 2.7879 -0.9240 0.9511 -3.02 -1.85 -2.53
C 1.0143 0.9082 0.3031 -0.04 0.38 -0.76
C -1.4597 0.6734 0.5542 -1.31 -2.17 0.63
C 1.3888 -0.5500 0.2004 2.60 0.11 -1.85
C -1.3137 -0.7449 1.1348 -1.72 0.17 -0.24
C -2.0415 -1.1282 0.1559 0.48 1.29 -1.64
C -2.7786 1.3972 0.6688 1.31 -0.13 0.85
C -2.7963 -1.4456 -1.1144 0.80 0.25 -0.81
H -0.7993 -1.1575 1.9827 -0.08 0.10 0.38
H 1.2308 1.1853 1.3117 -0.07 0.72 0.85
H -3.7208 -0.8002 -1.0964 0.95 -0.67 -0.42
H -3.0734 -2.4960 -1.2262 -0.33 -0.04 0.69
H -0.6947 0.6651 -1.8125 -0.29 1.75 -0.76
H 1.4836 -0.8188 -0.9052 -0.04 0.24 1.25
H 0.5233 -1.0647 0.5293 0.23 -1.00 0.46
H 2.4985 -1.3593 1.8955 0.36 -0.16 0.39
H -2.7299 2.5286 0.5638 0.09 -0.82 -0.21
H 3.1866 -1.7256 0.2458 0.18 1.09 1.40
H 1.5101 1.5934 -0.4059 0.57 -0.53 0.60
H -1.4027 2.1012 -1.2690 0.17 -0.03 -1.25
H -2.1626 -1.3706 -2.1256 -1.11 0.65 2.38
H 3.4122 -0.0816 1.0787 0.77 0.77 -0.05
```
Positions in Å, forces in eV/Å.

## Properties
HOMO: -7.55 eV
largest force on an atom: 0.08462 Eh/bohr
molecular weight: 154.21 u
2S+1: 1
lowest unoccupied orbital energy: 0.667 eV
Kohn-Sham gap: 8.22 eV